--- w ---
This record from the OMol25 dataset describes an isolated molecule of C27H27NO4. The level of theory is ωB97M-V with the def2-TZVPD basis set.

Values from the calculation:
Multiplicity   1
LUMO level   -0.009 eV
Gap between HOMO and LUMO   8.519 eV
HOMO   -8.53 eV
Net charge   0
SMILES   COc1ccccc1/C=C(/C(=O)OCC(=O)Nc1ccccc1C(C)C)c1ccccc1

```
59
Properties=species:S:1:pos:R:3:lowdin_charge:R:1
C -4.249 -0.221 -0.761 -0.069
O -3.223 0.094 -1.667 -0.086
C -3.195 -0.522 -2.876 -0.222
C -4.179 -1.393 -3.331 -0.013
C -4.115 -1.927 -4.606 -0.078
C -3.080 -1.583 -5.458 -0.090
C -2.098 -0.717 -5.016 -0.030
C -2.114 -0.200 -3.723 -0.144
C -1.023 0.669 -3.308 0.061
C -0.379 0.667 -2.127 -0.075
C 0.687 1.675 -1.929 -0.431
O 0.807 2.698 -2.552 0.128
O 1.534 1.295 -0.949 -0.016
C 2.477 2.243 -0.472 -0.044
C 2.465 2.261 1.064 -0.444
O 2.809 3.232 1.695 0.087
N 2.073 1.076 1.581 0.138
C 1.876 0.772 2.943 -0.172
C 1.297 1.722 3.777 -0.012
C 1.043 1.426 5.102 -0.080
C 1.355 0.172 5.596 -0.083
C 1.946 -0.765 4.770 -0.040
C 2.232 -0.487 3.439 -0.146
C 2.950 -1.513 2.591 -0.372
C 4.311 -1.848 3.208 -0.059
C 2.105 -2.776 2.415 -0.048
C -0.642 -0.268 -1.022 -0.189
C -0.715 -1.639 -1.251 -0.016
C -0.990 -2.509 -0.212 -0.071
C -1.186 -2.024 1.071 -0.109
C -1.096 -0.662 1.313 -0.078
C -0.826 0.209 0.274 -0.038
H -4.038 0.364 0.133 0.095
H -5.234 0.056 -1.151 0.097
H -4.242 -1.285 -0.502 0.100
H -5.007 -1.659 -2.694 0.104
H -4.888 -2.604 -4.936 0.105
H -3.040 -1.984 -6.459 0.101
H -1.281 -0.448 -5.669 0.117
H -0.671 1.370 -4.056 0.134
H 2.240 3.240 -0.857 0.136
H 3.480 1.966 -0.817 0.146
H 1.845 0.348 0.917 0.130
H 1.055 2.692 3.376 0.113
H 0.595 2.171 5.742 0.103
H 1.148 -0.073 6.628 0.101
H 2.201 -1.734 5.174 0.109
H 3.140 -1.093 1.599 0.125
H 4.863 -2.520 2.554 0.078
H 4.195 -2.330 4.175 0.074
H 4.895 -0.941 3.346 0.086
H 1.903 -3.244 3.376 0.079
H 2.631 -3.494 1.790 0.082
H 1.156 -2.536 1.942 0.051
H -0.559 -2.020 -2.250 0.125
H -1.052 -3.570 -0.403 0.106
H -1.413 -2.703 1.880 0.106
H -1.236 -0.280 2.314 0.110
H -0.784 1.272 0.462 0.130
```

--- x ---
This record from the OMol25 dataset describes an isolated molecule of C27H27NO4. The level of theory is ωB97M-V with the def2-TZVPD basis set.

Values from the calculation:
Multiplicity   1
LUMO level   0.608 eV
Gap between HOMO and LUMO   9.348 eV
HOMO   -8.74 eV
Net charge   0
SMILES   O=C(NCc1ccccc1)C1=C[C@@H](c2ccccc2)C[C@@H](OCc2ccc(CO)cc2)O1

```
59
Properties=species:S:1:pos:R:3:lowdin_charge:R:1
O -0.145 -1.281 2.216 0.065
C -0.688 -1.293 1.127 -0.440
N -0.565 -2.293 0.234 0.104
C 0.172 -3.504 0.504 -0.111
C 1.159 -3.853 -0.578 -0.218
C 2.465 -4.195 -0.254 -0.057
C 3.372 -4.532 -1.243 -0.086
C 2.984 -4.528 -2.572 -0.093
C 1.680 -4.198 -2.904 -0.085
C 0.773 -3.870 -1.913 -0.054
C -1.623 -0.215 0.687 -0.175
C -2.066 0.703 1.543 0.052
C -3.114 1.721 1.207 -0.229
C -2.591 3.106 1.540 -0.185
C -2.631 3.510 2.872 -0.043
C -2.146 4.747 3.253 -0.085
C -1.612 5.604 2.306 -0.096
C -1.567 5.210 0.981 -0.077
C -2.051 3.969 0.599 -0.034
C -3.640 1.498 -0.221 -0.038
C -2.606 0.865 -1.158 -0.341
O -1.658 1.832 -1.490 -0.094
C -0.579 1.389 -2.294 -0.122
C 0.531 0.763 -1.489 -0.198
C 0.830 1.267 -0.228 -0.020
C 1.823 0.687 0.536 -0.023
C 2.561 -0.383 0.044 -0.197
C 3.651 -0.990 0.891 -0.221
O 4.738 -0.111 1.097 -0.050
C 2.287 -0.857 -1.230 -0.028
C 1.267 -0.303 -1.982 -0.028
O -2.034 -0.307 -0.626 0.008
H -1.034 -2.193 -0.652 0.129
H 0.684 -3.347 1.457 0.123
H -0.536 -4.338 0.625 0.136
H 2.772 -4.195 0.782 0.115
H 4.386 -4.794 -0.977 0.106
H 3.692 -4.784 -3.346 0.102
H 1.369 -4.202 -3.939 0.103
H -0.245 -3.628 -2.183 0.112
H -1.667 0.695 2.544 0.133
H -3.954 1.543 1.892 0.148
H -3.048 2.848 3.618 0.115
H -2.187 5.043 4.291 0.101
H -1.234 6.572 2.600 0.099
H -1.149 5.870 0.235 0.102
H -1.995 3.672 -0.435 0.099
H -4.488 0.812 -0.179 0.130
H -3.974 2.435 -0.663 0.129
H -3.102 0.506 -2.082 0.169
H -0.211 2.295 -2.790 0.140
H -0.942 0.691 -3.062 0.133
H 0.263 2.102 0.156 0.117
H 2.014 1.064 1.531 0.125
H 3.223 -1.297 1.858 0.127
H 4.074 -1.867 0.397 0.109
H 4.398 0.713 1.463 0.080
H 2.867 -1.674 -1.633 0.105
H 1.048 -0.700 -2.964 0.114
```

The data favor w; the next most stable structure lies 0.0107 hartree above it.